3 unconnected molecules or ions with the total composition C21H27NO5, computed with ωB97M-V/def2-TZVPD.

```
54
C21H27NO5 ωB97M-V/def2-TZVPD
O 1.050 -0.715 3.787
O 0.484 -1.571 -1.242
O -4.984 1.161 0.583
O 5.844 0.047 -3.219
O -3.258 -4.079 -0.724
N 7.285 -0.891 -1.588
C -6.158 1.947 0.828
C -2.149 -3.195 -0.944
C 2.254 -0.488 0.179
C 1.556 -1.122 2.714
C -3.969 -1.867 -0.264
C 1.221 -1.660 -0.233
C 1.198 -2.910 0.794
C 3.084 0.327 -0.850
C 1.355 -2.639 2.191
C 2.422 -0.192 1.718
C -3.876 2.044 0.363
C 4.956 2.262 -1.344
C 3.399 0.912 2.256
C 4.229 1.730 1.205
C -5.693 3.374 1.044
C 6.473 0.204 -2.140
C -2.726 -1.806 -1.124
C 4.056 1.407 -0.319
C -4.433 -3.293 -0.480
C -4.452 3.434 0.183
C 6.432 1.568 -1.307
H -6.804 1.868 -0.054
H -1.502 -3.244 -0.061
H 6.790 -1.783 -1.758
H -5.078 -3.373 -1.362
H 4.479 2.089 -2.383
H -4.970 -3.695 0.382
H -2.031 -1.016 -0.837
H 4.973 2.553 1.517
H 5.001 3.372 -1.082
H -3.306 1.709 -0.507
H -3.228 1.994 1.245
H -3.756 4.224 0.469
H 1.065 -3.961 0.372
H -4.734 3.589 -0.864
H -3.008 -1.651 -2.172
H 7.310 -0.785 -0.563
H 3.518 1.092 3.381
H 3.015 0.120 -1.966
H -4.725 -1.127 -0.530
H -3.699 -1.717 0.787
H -6.695 1.546 1.690
H 1.378 -3.505 2.949
H -5.423 3.523 2.095
H -6.450 4.113 0.778
H 7.258 2.307 -1.582
H -1.579 -3.530 -1.813
H 6.598 1.297 -0.196
```

Output
* SMILES: NC(=O)CCc1ccc2c(c1)C(=O)C=CC2=O.C1CCOC1.C1CCOC1
* LUMO: -1.32 eV
* largest force on an atom: 0.086 hartree/bohr
* HOMO energy: -9.003 eV
* energy above the lowest of the compared OMol25 structures with the same formula, charge and spin: 8.464 eV